(1)
Density functional theory data (ωB97M-V with the def2-TZVPD basis set) for a 2-piece molecular cluster, C7H7O3PS overall at a distorted geometry.

Geometry as ORCA input:
```
! wB97M-V def2-TZVPD RIJCOSX def2/J DEFGRID3
* xyz -2 3
S 2.6809 0.7405 -2.2538
P 3.8245 -0.0803 0.4388
O 3.8992 1.3249 1.0087
O 4.9999 -0.4621 -0.6735
O 3.7543 -1.1493 1.4219
C -1.6035 -0.2795 -0.9769
C -2.9257 0.1384 -0.9208
C 2.3961 0.1277 -0.7046
C -1.6147 -0.2695 1.3786
C -2.9430 -0.0690 1.3954
C -0.8573 -0.4297 0.2016
C -3.6343 0.2689 0.2674
H 4.7492 -0.0008 -1.4367
H -1.1681 -0.5985 2.4005
H -3.5971 0.2579 -1.8094
H 1.2382 0.0420 -0.4722
H -3.4693 0.1212 2.4503
H -4.7042 0.6338 0.1627
H -1.0251 -0.3166 -1.8780
*
```

Computed properties:
gap between HOMO and LUMO (spin up / spin down) = 4.5645 / 4.4890 eV
E_HOMO (spin up / spin down) = 0.910 / 0.045 eV
E_LUMO (spin up / spin down) = 5.475 / 4.534 eV

(2)
Density functional theory data (ωB97M-V with the def2-TZVPD basis set) for one molecule with the formula C4H7N3O at a distorted geometry.

Geometry as ORCA input:
```
! wB97M-V def2-TZVPD RIJCOSX def2/J DEFGRID3
* xyz 0 1
O -2.3743 0.2818 1.3895
N 0.3471 2.4072 0.8396
N -0.7246 1.9745 1.1263
N 0.8595 0.6456 -0.0627
C -0.2424 -0.0147 0.1570
C -1.2186 0.7645 0.8571
C 1.9659 0.0980 -0.8089
C -0.5255 -1.4215 -0.2768
H 1.6595 -0.2064 -1.8169
H -0.5301 -1.4829 -1.3683
H 2.7440 0.8563 -0.8973
H 2.3875 -0.7801 -0.3053
H -1.4852 -1.7660 0.1057
H -3.1241 0.7324 0.9774
H 0.2614 -2.0887 0.0835
*
```

Computed properties:
gap between HOMO and LUMO = 8.5239 eV
E_HOMO = -7.913 eV
energy above the lowest of the compared OMol25 structures with the same formula, charge and spin = 73.89 kcal/mol
E_LUMO = 0.611 eV

(3)
Density functional theory data (ωB97M-V with the def2-TZVPD basis set) for a 17-piece molecular cluster, C34H68Cl34 overall at a distorted geometry.

Geometry as ORCA input:
```
! wB97M-V def2-TZVPD RIJCOSX def2/J DEFGRID3
* xyz 0 1
Cl -12.6082 -22.4121 16.0340
Cl -7.3494 -23.1050 16.4519
Cl -13.4189 -21.4848 20.5596
Cl -8.4097 -18.7201 13.9537
Cl -7.5229 -23.9402 21.2112
Cl -7.4766 -15.4117 15.0281
Cl -12.9091 -14.8729 18.1785
Cl -7.1291 -15.0739 21.9174
Cl -5.3482 -12.8231 20.1551
Cl -10.3042 -25.4355 14.4096
Cl -14.9632 -18.2620 19.3027
Cl -6.7683 -19.3034 21.5631
Cl -19.2070 -11.9775 16.8155
Cl -13.9732 -25.8238 20.6506
Cl -9.9013 -14.3359 20.2416
Cl -10.3327 -12.9794 15.3551
Cl -2.9160 -17.6347 22.7527
Cl -13.9983 -20.7750 25.7220
Cl -9.0540 -18.0831 10.6445
Cl -10.9324 -19.1956 22.9289
Cl -13.1810 -19.6509 14.2313
Cl -10.4763 -24.9991 18.2513
Cl -9.7675 -20.6219 18.2232
Cl -10.3872 -17.4168 17.8711
Cl -16.1481 -20.9131 17.0072
Cl -18.6926 -17.4690 16.2080
Cl -8.0421 -12.0544 18.1951
Cl -4.6122 -16.9257 14.0159
Cl -16.0444 -14.2208 20.5863
Cl -4.4352 -24.3957 22.1394
Cl -4.6721 -20.0581 18.4625
Cl -8.8356 -27.7189 18.0045
Cl -6.0424 -16.7555 18.4126
Cl -15.9314 -14.9084 16.2641
C -16.9724 -13.6287 16.9784
C -17.2286 -18.4102 16.1478
C -9.6825 -15.6765 21.3795
C -15.8350 -16.7564 19.4029
C -14.0074 -21.1367 14.0397
C -5.6608 -13.3428 18.4996
C -5.8450 -19.3268 17.2640
C -12.5507 -20.7051 24.6879
C -11.6149 -18.5738 17.5347
C -11.4133 -19.8568 18.3769
C -4.4196 -17.9293 21.8196
C -15.3331 -15.8585 20.5879
C -6.0675 -23.5962 20.1976
C -4.9420 -24.6106 20.4915
C -9.6047 -17.1229 12.0421
C -8.7994 -24.9269 15.2409
C -10.8077 -13.7525 16.8205
C -13.0318 -23.2363 20.6099
C -7.1749 -13.6187 18.3592
C -12.2997 -14.1162 16.6462
C -5.0641 -15.1463 13.7772
C -9.9059 -18.0921 13.1534
C -17.4412 -19.6272 17.0983
C -13.1584 -22.4092 14.3584
C -9.3961 -27.1385 19.6016
C -8.2786 -16.3105 21.3951
C -12.3180 -19.3007 24.0418
C -6.7826 -18.2986 17.9461
C -5.3572 -18.8970 22.5899
C -18.3356 -13.4462 16.2238
C -6.5163 -14.8441 13.6101
C -14.3206 -24.0747 20.6707
C -8.9352 -23.4344 15.6215
C -10.6085 -26.2061 19.5877
H -12.5107 -23.3252 19.6567
H -12.6009 -18.1813 17.7833
H -10.7145 -13.0982 17.6872
H -14.9289 -21.0023 14.6062
H -14.9878 -23.8327 19.8434
H -16.3997 -17.7347 16.3590
H -5.9357 -22.5362 20.4148
H -15.6773 -16.2156 18.4697
H -17.1353 -13.8708 18.0286
H -5.7784 -18.5334 23.5271
H -10.4746 -25.5760 20.4670
H -11.5815 -26.6949 19.6381
H -8.5651 -26.5278 19.9545
H -10.5934 -18.9042 12.9166
H -14.2746 -21.1889 12.9842
H -19.0214 -14.2860 16.3355
H -9.7141 -23.1680 16.3360
H -12.0617 -18.5739 24.8126
H -6.8354 -13.8105 13.4762
H -11.4486 -19.6165 19.4395
H -4.0518 -24.4831 19.8756
H -10.3525 -16.4880 21.0955
H -4.8399 -16.9289 21.7163
H -12.3010 -22.5982 13.7124
H -4.1594 -18.3604 20.8529
H -18.3989 -20.1345 16.9824
H -15.5715 -16.3290 21.5418
H -7.5385 -18.0486 17.2016
H -7.5007 -14.1303 19.2648
H -6.3853 -20.1397 16.7789
H -16.4283 -12.6873 17.0550
H -10.1782 -14.6280 16.9798
H -5.3001 -25.6303 20.3493
H -5.1980 -12.6213 17.8264
H -13.2433 -19.0510 23.5225
H -12.8947 -13.2046 16.5905
H -10.0154 -15.3562 22.3667
H -12.4408 -14.8778 15.8794
H -11.7324 -21.1407 25.2612
H -12.6697 -21.4803 23.9309
H -10.4274 -17.5254 13.9247
H -4.4956 -14.7881 12.9190
H -14.7513 -23.7327 21.6117
H -8.1933 -17.1416 22.0952
H -7.4076 -14.2517 17.5029
H -6.8530 -15.3932 12.7307
H -12.1625 -20.5921 18.0834
H -4.8031 -19.8175 22.7736
H -10.5128 -16.5897 11.7606
H -12.3824 -23.3068 21.4825
H -9.3683 -27.9691 20.3069
H -7.3581 -18.7203 18.7701
H -7.9357 -25.1035 14.5999
H -9.1334 -22.8585 14.7176
H -14.2502 -15.7466 20.5349
H -17.2117 -18.7909 15.1265
H -7.9543 -16.6371 20.4070
H -18.1549 -13.2920 15.1600
H -11.6424 -18.7679 16.4624
H -4.6078 -14.7308 14.6757
H -5.2593 -18.8024 16.5090
H -8.6493 -25.5709 16.1074
H -13.8211 -23.2743 14.3361
H -5.0398 -14.2370 18.4458
H -6.3312 -23.6067 19.1401
H -8.8094 -16.4010 12.2277
H -17.3619 -19.3321 18.1446
H -16.9136 -16.9104 19.4354
*
```

Computed properties:
gap between HOMO and LUMO = 10.1767 eV
E_HOMO = -10.072 eV
energy above the lowest of the compared OMol25 structures with the same formula, charge and spin = 0.00 kcal/mol
E_LUMO = 0.105 eV

(4)
Density functional theory data (ωB97M-V with the def2-TZVPD basis set) for a 9-piece molecular cluster, C23H47Cl4NO20 overall at a distorted geometry.

Geometry as ORCA input:
```
! wB97M-V def2-TZVPD RIJCOSX def2/J DEFGRID3
* xyz 0 1
Cl -9.5333 18.3389 -4.6115
Cl -6.7248 21.6183 -4.5006
Cl -1.6781 13.9054 -2.8846
Cl -3.9282 11.1518 -2.7438
O 1.5532 18.1448 -0.8094
O -6.4928 13.3695 -5.0559
O -6.7771 16.5333 4.7650
O -1.0858 18.3836 2.3034
O -7.9539 16.3134 2.8460
O -8.2497 14.7961 -5.1420
O -5.7466 15.9253 2.9736
O -3.1625 22.0276 -3.7813
O -5.6266 23.1210 1.4600
O -6.1446 21.1123 0.9377
O 2.3593 16.2388 -1.3642
O -4.0759 16.0145 -1.2410
O -6.2061 15.9890 -1.5066
O -6.1181 15.4114 -5.5641
O -2.9223 21.6323 -1.6774
O 0.2815 16.3000 -0.4982
O -5.1236 17.9251 -1.8196
O -1.6919 20.4007 1.9954
O -6.7664 22.7843 -0.4565
O -3.2896 18.8183 2.3648
N -2.9574 21.2938 -2.8511
C -7.9606 16.7601 5.5252
C 1.2820 16.8451 -0.8857
C -2.8220 16.6585 -1.2154
C -2.1499 19.1746 2.2314
C -5.1246 16.7498 -1.5509
C -2.6329 19.8621 -3.1544
C -6.5452 16.7277 -5.9006
C -7.3289 12.2984 -4.6608
C -2.6194 21.4602 1.8239
C 0.5018 19.0817 -0.7873
C -7.0780 14.5498 -5.2511
C 2.2794 14.8296 -1.4357
C -7.6026 20.1390 -4.0781
C -3.3506 13.7314 -3.5163
C -4.2257 12.8950 -2.6271
C -6.6716 20.1371 0.0487
C -6.2411 22.3768 0.5424
C -1.3141 16.9870 2.3518
C -5.8522 24.5343 1.3749
C -6.9313 16.2568 3.4737
C -5.7568 15.5631 1.6021
C -7.4400 16.6979 -1.6026
C -8.7318 19.8773 -5.0384
H -0.3655 16.4886 2.5189
H -7.7631 20.1604 0.0702
H 0.3907 19.5741 -1.7587
H -8.8094 17.1003 4.9438
H -2.4877 17.0359 -2.1828
H -6.7407 11.3961 -4.5517
H -9.4993 20.6453 -4.9916
H -6.3703 20.3184 -0.9849
H -7.8618 12.5303 -3.7352
H -5.7014 17.2303 -6.3594
H -3.6398 21.1827 2.0932
H -4.7691 15.1749 1.3785
H -5.2914 24.9753 2.1943
H -1.9762 16.7154 3.1782
H -2.3534 22.2518 2.5240
H -6.4878 14.7818 1.3821
H -8.2100 15.9408 -1.7229
H -8.1198 12.1215 -5.3961
H -5.4566 24.9251 0.4389
H 0.8417 19.9224 -0.1732
H -7.6392 17.3547 -0.7569
H -7.6851 17.5006 6.2754
H -7.3901 16.7316 -6.5900
H -8.1894 15.8422 6.0685
H -1.7488 16.6327 1.4188
H -3.1197 19.2335 -2.4178
H -1.5558 19.8231 -3.0086
H -3.2462 13.3254 -4.5149
H 1.3308 14.4669 -1.8252
H -2.9297 19.7189 -4.1848
H -2.8838 17.4930 -0.5106
H -6.9065 19.3031 -4.0850
H -2.0647 15.9649 -0.8733
H -3.7940 14.7239 -3.5097
H -6.2707 19.1778 0.3530
H -7.5082 17.3190 -2.5011
H -6.9089 24.7644 1.4877
H -5.2419 13.0806 -2.9731
H -7.9953 20.2709 -3.0727
H 2.4159 14.3412 -0.4615
H -8.4155 19.7889 -6.0743
H -4.1338 13.2121 -1.5934
H -0.4499 18.7827 -0.3558
H -6.8760 17.2327 -4.9927
H 3.1153 14.4734 -2.0335
H -2.6111 21.8155 0.7973
H -6.0124 16.4131 0.9730
*
```

Computed properties:
structure (SMILES) = C[N+](=O)[O-].COC(=O)OC.COC(=O)OC.COC(=O)OC.COC(=O)OC.COC(=O)OC.COC(=O)OC.ClCCCl.ClCCCl
gap between HOMO and LUMO = 11.0856 eV
E_HOMO = -10.759 eV
energy above the lowest of the compared OMol25 structures with the same formula, charge and spin = 0.00 kcal/mol
E_LUMO = 0.327 eV

(5)
Density functional theory data (ωB97M-V with the def2-TZVPD basis set) for C14H23BF11NO12S2Zr as an isolated structure at a distorted geometry.

Geometry as ORCA input:
```
! wB97M-V def2-TZVPD RIJCOSX def2/J DEFGRID3
* xyz 0 1
Zr -1.3256 0.0553 0.2336
S -2.5148 -3.1770 0.2156
S -3.9846 -1.8541 -0.8261
F 0.7411 1.4159 -3.4890
F 1.4670 0.1984 -5.1379
F 5.3314 3.6835 0.8569
F 1.9984 -0.2909 -3.0639
F -1.2819 -2.8226 1.2031
F 3.4050 4.5054 0.5580
F -2.7892 -1.1456 5.6826
F -1.7379 -2.9420 4.8558
F -3.9375 -0.5603 -1.7955
F -3.5221 -2.2335 3.9380
F 4.7060 4.0116 -1.1343
O -4.3085 -2.8248 -1.8477
O -3.5383 -3.7435 1.0943
O -0.5519 1.8464 1.3706
O -0.6317 -1.0123 -4.9705
O 2.5047 2.0441 -0.4900
O -0.8449 -0.8988 -2.7047
O -0.5968 -0.3613 4.5011
O 4.4136 1.2501 0.4076
O -1.7221 1.5747 -1.2154
O -5.1368 -1.4333 -0.0192
O -1.6843 -0.6435 2.4716
O -1.7743 -4.1230 -0.6394
N -2.5705 -1.4856 -0.2368
C -3.0216 -0.8380 -5.6321
C 4.2095 3.6818 0.1049
C 0.1814 0.7749 4.1721
C -0.2397 -0.6757 -3.7473
C 3.9473 -0.0985 0.4253
C -1.9004 -1.7305 -5.0791
C -0.7991 3.0711 0.5953
C 5.1753 -1.0240 0.6596
C -2.4214 -1.8212 4.5711
C -1.4785 -0.9613 3.7077
C 0.6596 1.2738 5.5619
C 3.6106 2.2437 -0.0603
C -1.0469 2.8310 -1.0018
C 1.0585 0.1765 -3.8594
B 0.6375 -0.9695 0.0562
H -0.2218 1.4067 6.1891
H -2.9161 -0.5670 -6.6826
H -4.0049 -1.2921 -5.5097
H -0.1917 -1.3837 -0.4961
H 0.4099 -1.0329 1.1090
H -0.1000 2.7666 -1.5379
H 1.2135 2.2120 5.5279
H -1.6599 3.5958 1.0100
H 5.9590 -1.0622 -0.0970
H -3.0577 0.1302 -5.1328
H -1.5846 3.6041 -1.5506
H 3.2679 -0.1678 1.2749
H 1.5166 -1.5184 -0.2438
H -1.6722 -2.5888 -5.7111
H 0.6807 0.0474 -0.3021
H 4.7747 -2.0377 0.6715
H 5.5586 -0.8990 1.6722
H -2.1316 -2.1807 -4.1137
H -0.4013 1.6048 3.7724
H 1.0683 0.5660 3.5738
H 3.5087 -0.5356 -0.4717
H -0.0268 3.8262 0.7419
H 1.3256 0.5386 6.0137
*
```

Computed properties:
gap between HOMO and LUMO = 7.3492 eV
E_HOMO = -9.479 eV
energy above the lowest of the compared OMol25 structures with the same formula, charge and spin = 134.21 kcal/mol
E_LUMO = -2.130 eV

(6)
Density functional theory data (ωB97M-V with the def2-TZVPD basis set) for C3H7FO2Sr as an isolated structure at a distorted geometry.

Geometry as ORCA input:
```
! wB97M-V def2-TZVPD RIJCOSX def2/J DEFGRID3
* xyz 1 2
Sr 2.4419 0.9493 -0.6543
F 3.2028 -0.3761 0.9647
O 0.5324 1.8418 -0.5059
O -0.2261 -0.7919 -0.4952
C -0.8108 1.5442 -0.6157
C -1.1726 0.1905 -0.0289
C -0.1313 -1.9609 0.1424
H -1.1485 1.5619 -1.6705
H -1.1334 0.2192 1.0701
H -2.1682 -0.1323 -0.3635
H -0.9341 -2.2251 0.8412
H -1.4295 2.2843 -0.0721
H 0.3611 -2.7359 -0.4529
H 2.6162 -0.3691 1.8406
*
```

Computed properties:
gap between HOMO and LUMO (spin up / spin down) = 6.1302 / 8.0731 eV
E_HOMO (spin up / spin down) = -10.809 / -12.809 eV
energy above the lowest of the compared OMol25 structures with the same formula, charge and spin = 9.11 kcal/mol
E_LUMO (spin up / spin down) = -4.678 / -4.736 eV

Number 1: calculated total energy -33636.415 eV. Number 2: calculated total energy -10776.543 eV. Number 3: calculated total energy -462127.099 eV. Number 4: calculated total energy -117140.965 eV. Number 5: calculated total energy -94465.684 eV. Number 6: calculated total energy -10864.544 eV.